Entry 1:
Molecular formula: C35H61N2O10P
Method: DFT, ωB97M-V/def2-TZVPD

Strongest force on any atom   4.57 eV/A
HOMO   -0.29095 Eh
Kohn-Sham gap   6.43 eV
M   700.9 g mol⁻¹

```
109
Properties=species:S:1:pos:R:3:forces:R:3
C -5.6432 -0.3746 0.9509 0.81 -0.50 0.54
C -4.9332 -1.5886 1.7346 -2.44 -2.35 1.81
O -5.6689 -2.3292 2.4476 2.38 2.55 -2.97
N -3.4928 -1.9011 1.6978 -1.22 2.28 -0.04
C -2.6584 -0.6335 1.7445 1.27 -0.58 -0.53
C -2.2279 -0.1338 0.2764 0.95 0.70 0.06
C -2.7604 1.3562 -0.0957 0.33 -0.51 0.69
C -1.6581 2.4954 0.2765 0.34 -0.54 0.01
C -0.6343 2.7725 -0.9423 1.57 0.13 -1.22
C -1.1790 3.4251 -2.2779 2.90 -0.69 -0.62
C -2.7320 3.8098 -2.4987 0.39 0.76 0.10
C -3.2889 4.8403 -1.3629 -0.28 -0.24 0.12
N -4.3904 4.2170 -0.5496 0.53 -0.14 0.06
C -0.1960 3.6853 -3.4696 0.46 -1.23 3.99
P -0.6847 4.4033 -5.1477 1.39 -0.38 -1.02
C -0.9804 6.2770 -5.0647 -0.66 0.66 0.06
C -2.1527 3.4928 -5.9245 -2.05 0.50 0.21
C 1.3389 3.3328 -3.2977 -1.17 -0.33 1.86
C 2.3652 3.6369 -4.4908 -0.15 0.44 0.16
C 2.4092 2.4266 -5.5512 0.53 -1.01 -0.09
C 1.2555 1.3293 -5.3741 0.12 -0.28 -0.27
O 2.3706 2.9456 -6.9236 0.22 -0.33 0.74
C 1.8679 2.7045 -1.9912 -2.58 0.68 -0.22
C 0.8695 2.4059 -0.7966 -0.91 1.33 -2.70
C 1.5235 1.7474 0.4971 -0.03 -1.12 1.30
O 1.0030 0.8610 1.2296 1.52 3.28 -2.62
C 3.0219 2.2634 0.8431 1.33 0.59 -3.06
C 3.9277 2.5272 -0.2426 -2.42 -0.44 1.38
C 3.4317 2.3559 -1.7756 0.25 -0.64 -0.52
O 4.1962 1.9528 -2.6828 -2.51 1.54 3.03
H -5.2153 -0.3681 -0.1151 -0.76 0.35 1.58
H -5.4154 0.5908 1.5281 -0.24 -1.28 -1.11
H -6.7754 -0.5337 0.9780 1.79 0.05 -0.10
H -3.2289 -2.4717 0.8829 -0.34 0.31 0.57
H -1.7097 -0.9329 2.3313 -1.48 0.63 -0.91
H -3.1585 0.2020 2.3413 0.43 -1.31 -0.82
H -2.4995 -0.9152 -0.5294 0.13 1.27 1.31
H -1.0786 -0.0701 0.2621 -1.66 -0.16 -0.06
H -3.0272 1.3323 -1.2033 0.18 0.41 1.57
H -3.6653 1.5670 0.5816 1.12 -0.28 -1.39
H -1.1124 2.0753 1.2072 -0.56 0.77 -1.71
H -2.1541 3.4696 0.6518 0.78 -1.56 -1.00
H -3.3944 2.8647 -2.5828 1.11 1.52 0.39
H -2.8959 4.3660 -3.4995 0.79 -1.09 1.51
H -2.4548 5.1954 -0.6577 -1.03 -0.56 -1.23
H -3.7454 5.7797 -1.8453 0.92 -1.43 0.43
H -4.5775 3.2480 -0.8351 0.24 0.71 0.13
H -4.1610 4.1831 0.4512 -0.12 0.09 -0.72
H -1.4234 6.6681 -6.0597 0.73 -0.99 1.45
H 0.0592 6.7724 -4.9780 -1.75 -0.84 0.16
H -1.7071 6.6075 -4.2472 1.17 -0.24 -0.92
H -2.0347 3.3433 -7.0645 0.27 0.17 2.00
H -2.4218 2.5006 -5.4115 0.66 1.44 -0.77
H -3.0924 4.1609 -5.8133 1.26 -1.11 -0.16
H 3.4000 3.8635 -4.0279 -1.65 -0.73 -0.83
H 2.0953 4.5949 -5.0789 0.07 -1.68 1.06
H 3.4271 1.8878 -5.4570 -1.63 0.77 0.25
H 1.3115 0.8042 -4.3592 0.06 0.72 -1.39
H 1.4007 0.5512 -6.2078 -0.16 1.05 1.28
H 0.1914 1.7323 -5.4891 1.62 -0.27 0.11
H 2.8539 2.3325 -7.5177 -0.45 0.48 0.81
H 3.3511 2.4015 1.9354 -0.72 -0.50 -1.87
H 5.0023 2.8870 -0.0916 -1.69 -0.78 -0.20
C 3.0505 -1.9257 0.7520 -0.07 -0.23 0.01
O 3.6826 -2.3938 -0.4144 0.25 0.00 0.05
C 3.8663 -1.3376 -1.3422 0.05 -0.54 -0.23
C 4.8665 -1.7378 -2.4196 0.08 0.40 0.08
O 6.2242 -1.5825 -2.0031 -0.17 -0.27 0.13
C 6.7075 -2.5735 -1.0952 0.20 0.09 -0.35
C 6.9967 -3.9078 -1.7733 -0.51 -0.10 0.38
O 5.7954 -4.6592 -1.9213 0.04 0.06 -0.22
C 5.9503 -5.7331 -2.8289 -0.13 0.19 0.23
H 2.0803 -1.4827 0.5063 -0.02 0.13 0.15
H 2.8953 -2.7712 1.4242 0.02 0.01 -0.11
H 3.6841 -1.1910 1.2598 -0.11 0.15 0.05
H 4.2222 -0.4407 -0.8218 0.04 0.06 -0.10
H 2.8933 -1.1303 -1.8048 -0.03 0.25 -0.11
H 4.7443 -1.0537 -3.2644 0.06 0.06 0.13
H 4.6802 -2.7462 -2.7933 -0.10 -0.07 0.23
H 6.0391 -2.6857 -0.2395 -0.10 -0.21 -0.12
H 7.6533 -2.1770 -0.7143 -0.02 0.00 -0.12
H 7.6832 -4.4935 -1.1497 0.20 0.06 -0.04
H 7.4539 -3.7317 -2.7536 0.06 0.06 0.02
H 6.1800 -5.3554 -3.8309 0.12 -0.09 -0.04
H 5.0080 -6.2820 -2.8734 0.07 0.10 0.09
H 6.7392 -6.4127 -2.4909 0.07 -0.05 -0.11
C -0.2176 -1.1685 7.4061 -0.25 -0.13 -0.17
O -1.0473 -2.0695 6.7008 0.05 -0.06 0.20
C -0.3497 -3.2501 6.3149 -0.50 0.28 -0.21
C -1.3330 -4.3381 5.9000 0.21 -0.14 0.25
O -1.8804 -5.0472 7.0127 -0.04 0.31 -0.07
C -2.8741 -4.3456 7.7622 -0.14 -0.39 -0.11
C -4.2199 -4.2857 7.0494 0.25 0.69 -0.07
O -4.2254 -3.2321 6.0926 0.07 -0.29 0.05
C -5.3063 -3.3445 5.1828 0.22 0.22 0.24
H 0.6399 -0.8728 6.7927 0.11 0.02 0.08
H -0.8041 -0.2801 7.6457 -0.01 -0.10 -0.09
H 0.1253 -1.6200 8.3428 0.16 0.03 0.00
H 0.2696 -3.6101 7.1448 0.02 -0.07 -0.03
H 0.2920 -2.9936 5.4633 0.17 -0.14 -0.02
H -0.7832 -5.0877 5.3232 0.02 0.01 0.12
H -2.1208 -3.9491 5.2525 0.02 0.23 0.11
H -2.5220 -3.3550 8.0560 -0.13 0.09 -0.20
H -3.0040 -4.9257 8.6807 0.02 -0.06 -0.11
H -5.0119 -4.0794 7.7799 -0.06 -0.19 0.10
H -4.4189 -5.2439 6.5560 0.02 -0.06 0.07
H -5.2170 -4.2650 4.5971 -0.13 0.00 -0.02
H -5.2684 -2.4975 4.5013 0.09 -0.20 0.24
H -6.2624 -3.3263 5.7169 -0.09 -0.12 -0.01
```
Forces are in eV/Å.



Entry 2:
Molecular formula: C31H50F5N6O3PRbSSi
Method: DFT, ωB97M-V/def2-TZVPD

Energy above the lowest of the compared OMol25 structures with the same formula, charge and spin   1.393 eV
Strongest force on any atom   0.80 eV/A
HOMO   -0.14689 Eh
Net charge   -1
Kohn-Sham gap   5.94 eV
M   826.4 g mol⁻¹

```
99
Properties=species:S:1:pos:R:3:forces:R:3
Rb 0.5103 0.6239 -0.2944 0.59 -0.54 -0.05
F -3.5800 -2.9723 4.3198 0.01 0.00 0.00
C -3.3108 -2.7092 3.0273 -0.01 -0.01 -0.02
C -2.6241 -1.5621 2.6687 -0.05 0.03 0.03
F -2.2263 -0.6978 3.6188 -0.01 -0.02 0.00
C -2.3738 -1.3087 1.3386 -0.14 -0.20 -0.43
F -1.7379 -0.1732 1.0084 -0.04 0.17 0.50
C -2.7559 -2.1595 0.2899 0.04 -0.11 0.06
S -2.3766 -1.8094 -1.3592 0.04 -0.01 -0.15
C -3.4488 -3.3049 0.7033 0.04 0.09 0.03
F -3.8761 -4.1974 -0.2015 -0.01 -0.03 0.00
C -3.7243 -3.5755 2.0306 0.02 0.02 0.04
F -4.3965 -4.6902 2.3699 0.00 -0.01 0.01
C 4.3295 -2.7957 -1.1201 0.02 0.06 0.10
Si 4.1285 -1.5799 0.3391 0.13 -0.27 0.11
C 5.8114 -0.6693 0.3909 -0.08 -0.01 -0.02
C 4.1450 -2.6829 1.8956 0.07 0.07 -0.09
O 2.8685 -0.6458 0.2420 -0.13 0.23 -0.10
H 5.1842 -3.4670 -0.9871 0.00 0.01 0.01
H 4.4833 -2.2482 -2.0537 0.04 0.00 0.05
H 3.4347 -3.4133 -1.2356 -0.02 0.00 -0.02
H 6.6498 -1.3729 0.3827 0.00 -0.01 0.00
H 5.8956 -0.0624 1.2978 0.01 -0.02 -0.03
H 5.9199 -0.0049 -0.4746 -0.01 -0.04 0.05
H 4.9934 -3.3754 1.9069 0.00 0.01 0.01
H 3.2257 -3.2707 1.9596 0.00 0.01 -0.02
H 4.2015 -2.0642 2.7965 -0.01 -0.01 0.00
O -1.4341 2.3152 -0.8534 -0.25 0.21 -0.03
P -2.1910 3.1214 -1.8254 -0.17 0.00 -0.21
N -1.5866 4.6739 -1.8879 -0.23 -0.09 -0.02
C -0.6765 5.1021 -0.8077 -0.05 0.05 0.09
C 0.0849 6.2716 -1.4229 0.02 0.01 0.01
C -0.9304 6.8636 -2.3966 0.02 -0.01 -0.01
C -1.5534 5.6112 -3.0058 0.14 -0.02 -0.05
N -2.1316 2.5261 -3.3818 0.07 0.17 0.01
C -2.8802 3.0587 -4.5179 -0.08 -0.03 0.02
C -2.4275 2.1520 -5.6615 0.00 0.01 0.03
C -2.2267 0.7804 -4.9860 -0.03 0.00 -0.01
C -2.3025 1.0616 -3.4776 0.02 -0.03 0.07
N -3.8112 3.1299 -1.3887 0.17 0.07 -0.05
C -4.1909 2.8457 0.0103 0.05 -0.10 -0.01
C -5.1946 3.9496 0.3944 -0.01 0.06 0.03
C -5.0147 5.0180 -0.6874 0.00 -0.01 0.03
C -4.7009 4.1626 -1.9088 -0.02 0.04 -0.06
H -0.0273 4.2863 -0.5017 0.02 0.00 0.02
H -1.2494 5.4302 0.0691 0.03 0.00 -0.01
H 0.9543 5.8992 -1.9704 -0.01 -0.01 0.00
H 0.4353 6.9781 -0.6705 -0.01 0.01 0.00
H -0.4949 7.5195 -3.1505 0.02 -0.01 0.00
H -1.6910 7.4269 -1.8492 0.00 0.00 0.00
H -0.9181 5.2331 -3.8179 -0.04 0.01 -0.02
H -2.5461 5.8066 -3.4164 0.01 0.03 0.03
H -2.6641 4.1087 -4.7001 0.00 -0.03 -0.01
H -3.9651 2.9499 -4.3631 0.00 -0.01 0.00
H -1.4814 2.5228 -6.0579 0.00 -0.01 0.00
H -3.1499 2.1287 -6.4782 -0.01 0.00 0.01
H -1.2635 0.3549 -5.2620 0.04 0.00 0.01
H -2.9958 0.0649 -5.2768 0.00 0.01 0.00
H -1.5409 0.5528 -2.8948 -0.01 0.01 -0.01
H -3.2732 0.7566 -3.0696 0.01 0.01 -0.01
H -3.3033 2.8477 0.6410 0.00 0.00 0.00
H -4.6338 1.8508 0.0814 0.00 0.01 0.02
H -5.0153 4.3296 1.3995 0.00 0.00 0.01
H -6.2157 3.5639 0.3687 0.00 0.00 -0.03
H -4.1473 5.6450 -0.4639 0.01 0.01 0.00
H -5.8856 5.6622 -0.8150 -0.02 -0.02 0.00
H -4.2359 4.7199 -2.7230 0.00 0.00 0.05
H -5.6191 3.7109 -2.3056 0.01 0.01 0.00
N 1.1317 0.8252 -3.2635 -0.02 0.13 -0.01
C 1.1485 -0.0439 -4.0223 0.15 -0.04 -0.13
N 1.1465 -1.0162 -4.9417 -0.14 -0.03 0.19
C 2.4514 -1.3351 -5.5429 0.01 0.00 -0.02
C 3.2006 -2.3449 -4.6899 -0.09 0.03 -0.03
O 2.4035 -3.4960 -4.4824 0.08 -0.01 -0.01
C 1.2258 -3.1688 -3.7554 -0.04 0.02 0.02
C 0.3624 -2.2138 -4.5593 -0.03 0.04 0.01
H 3.0188 -0.4107 -5.6482 0.00 0.00 -0.02
H 2.2584 -1.7461 -6.5361 -0.01 -0.02 0.01
H 3.4671 -1.8896 -3.7293 -0.04 -0.02 -0.02
H 4.1145 -2.6721 -5.1860 0.00 0.00 -0.01
H 1.4920 -2.7170 -2.7918 0.00 0.01 0.01
H 0.6984 -4.1020 -3.5662 -0.03 0.02 0.01
H -0.5068 -1.8923 -3.9836 0.01 -0.05 0.02
H 0.0200 -2.6869 -5.4816 0.04 -0.01 -0.01
C 5.4928 2.8829 0.9771 -0.05 0.00 -0.01
C 4.4777 4.0339 0.9230 0.24 0.00 0.07
C 4.8972 5.0810 -0.1172 0.05 -0.03 0.03
C 4.3249 4.6800 2.3065 0.05 -0.02 -0.01
C 3.1831 3.4762 0.5283 -0.16 -0.02 -0.04
N 2.1673 3.0406 0.2247 -0.12 0.15 -0.01
H 6.4664 3.2754 1.2760 0.00 0.01 0.01
H 5.5911 2.3968 0.0064 -0.02 0.02 0.04
H 5.1815 2.1205 1.6920 0.00 0.05 -0.04
H 5.8959 5.4476 0.1275 -0.01 0.01 0.01
H 4.2093 5.9270 -0.1225 -0.02 -0.01 -0.02
H 4.9239 4.6467 -1.1164 0.01 0.00 0.00
H 5.3030 5.0179 2.6530 0.00 0.02 -0.01
H 3.9320 3.9632 3.0272 0.02 0.00 0.00
H 3.6541 5.5387 2.2680 -0.03 -0.01 0.00
```
Forces are in eV/Å.



Entry 3:
Molecular formula: C23H28Cl3N6OSTi
Method: DFT, ωB97M-V/def2-TZVPD

Energy above the lowest of the compared OMol25 structures with the same formula, charge and spin   0.581 eV
Strongest force on any atom   0.76 eV/A
HOMO   -0.38594 Eh
Net charge   +1
Kohn-Sham gap   6.39 eV
M   590.8 g mol⁻¹

```
63
Properties=species:S:1:pos:R:3:forces:R:3
Ti -0.9864 0.2637 -0.1620 0.74 0.04 0.13
C -0.7425 0.4924 3.0400 -0.01 0.01 -0.01
N -1.1953 1.3026 1.8895 -0.05 0.14 0.11
C -2.5935 1.7274 2.1560 0.03 -0.02 -0.03
C -0.3670 2.5464 1.8129 0.03 -0.04 -0.01
C -0.2583 3.0430 0.3979 -0.24 0.08 0.27
C -0.0196 4.3883 0.1477 0.07 0.03 -0.03
C 0.1543 4.8317 -1.1532 -0.01 0.01 0.02
C 0.0776 3.9331 -2.2095 0.00 -0.03 0.00
C -0.1861 2.5954 -1.9631 0.00 -0.01 -0.01
C -0.3630 2.1319 -0.6547 -0.19 0.21 -0.21
H -1.3982 -0.3678 3.1746 0.01 0.00 -0.01
H -0.7720 1.0863 3.9579 0.00 0.00 0.00
H 0.2782 0.1593 2.8641 0.00 0.00 0.00
H -2.6306 2.2646 3.1067 -0.01 0.00 0.01
H -3.2500 0.8632 2.2054 0.00 0.00 0.01
H -2.9344 2.3816 1.3570 -0.01 0.00 -0.01
H 0.6279 2.3110 2.1903 -0.01 0.00 -0.01
H -0.7955 3.3053 2.4728 -0.01 0.01 0.01
H 0.0362 5.0901 0.9719 0.01 0.00 0.00
H 0.3424 5.8800 -1.3439 0.00 0.00 -0.01
H 0.2119 4.2763 -3.2268 0.00 0.01 0.00
H -0.2552 1.9084 -2.7956 0.00 0.00 0.00
C -4.5026 -0.4297 -1.7610 -0.03 -0.06 -0.01
C -3.5700 -0.7285 -0.6443 0.02 0.13 -0.09
O -2.8859 0.2687 -0.1309 0.03 -0.26 0.04
N -3.4292 -1.9311 -0.2043 -0.10 0.07 0.08
C -2.5105 -2.2677 0.8685 0.08 -0.02 0.04
C -1.1746 -2.7327 0.3293 -0.16 -0.06 0.19
C -0.9916 -4.0689 0.0192 -0.03 -0.02 0.00
C 0.2038 -4.4738 -0.5464 -0.03 -0.01 0.00
C 1.1778 -3.5196 -0.7914 0.02 0.03 0.00
C 0.9211 -2.2062 -0.4634 -0.02 -0.02 -0.07
N -0.2256 -1.8041 0.1106 -0.15 -0.16 -0.07
H -5.1045 0.4406 -1.5024 -0.02 -0.02 0.02
H -5.1290 -1.2887 -1.9884 0.02 0.00 -0.01
H -3.9173 -0.1748 -2.6466 0.01 0.02 0.01
H -3.7886 -2.8333 -0.8302 0.03 0.04 -0.05
H -2.9607 -3.0718 1.4483 -0.02 -0.01 -0.03
H -2.3811 -1.4104 1.5335 -0.01 -0.02 0.01
H -1.8091 -4.7604 0.1678 0.01 -0.01 0.00
H 0.3573 -5.5099 -0.8162 0.00 0.00 0.00
H 2.1182 -3.7753 -1.2588 0.00 -0.01 0.00
H 1.6221 -1.4220 -0.7001 -0.01 -0.02 -0.03
C 4.7507 0.4341 -0.7588 0.00 -0.01 0.00
N 4.2950 -0.4892 0.2719 0.00 0.04 0.02
C 5.0261 -1.5407 0.7994 0.00 -0.01 -0.02
C 4.2678 -2.1244 1.7470 -0.01 0.00 0.00
N 3.0852 -1.4103 1.7889 0.02 0.02 0.01
C 3.1012 -0.4014 0.8911 -0.05 -0.12 0.13
S 1.8979 0.7569 0.5699 -0.01 0.08 -0.20
H 5.6397 0.0179 -1.2238 0.00 0.00 0.00
H 4.9807 1.4025 -0.3191 0.00 0.00 0.00
H 3.9665 0.5624 -1.5009 0.00 0.00 0.00
H 6.0157 -1.7751 0.4511 0.00 0.00 0.00
H 4.4616 -2.9659 2.3861 0.00 0.00 0.00
H 2.3121 -1.5737 2.4103 -0.01 -0.01 -0.01
Cl -0.8600 -3.1770 -4.3440 0.06 -0.13 0.00
C -1.5323 -1.6347 -4.0619 -0.01 0.07 -0.05
Cl -2.5955 -0.9561 -5.2227 -0.04 0.01 -0.03
Cl -3.8642 -4.1804 -1.8273 0.00 -0.03 0.02
C -1.2383 -0.9646 -2.9704 0.02 0.10 0.18
N -0.9907 -0.3678 -1.9544 0.03 -0.06 -0.31
```
Forces are in eV/Å.